C12H31ClIO2P2V | ωB97M-V/def2-TZVPD

Its HOMO-LUMO gap (spin up / spin down) is 5.55 / 5.56 eV. The lowest unoccupied orbital energy (spin up / spin down) comes out at -9.066 / -9.064 eV. Its total charge is +2. The spin multiplicity is 3. Its calculated total energy is -3010.344212 a.u. As for the HOMO energy (spin up / spin down): -14.62 / -14.62 eV. For the energy above the lowest of the compared OMol25 structures with the same formula, charge and spin, the calculation gives 0.0 kcal/mol. Its expectation value of S² is 2.028.

The geometry in XYZ format:
```
50
C12H31ClIO2P2V (ωB97M-V/def2-TZVPD)
C 0.036 1.014 -6.168
C 0.085 1.588 -4.845
H 0.041 1.823 -6.935
H -0.899 0.442 -6.301
H 0.925 0.384 -6.348
O 0.108 1.656 -3.688
I 0.022 -2.384 -3.805
V 0.063 -1.450 -1.522
P 2.063 -0.275 -1.084
C 2.120 1.240 -0.080
C 3.082 -1.408 -0.050
H 4.058 -0.935 0.120
H 4.227 0.311 -1.936
H 3.224 -2.372 -0.555
H 3.212 -0.478 -3.184
H 1.450 1.111 0.772
H 2.568 -1.573 0.905
C 3.225 0.250 -2.374
H 3.158 1.392 0.254
H 2.906 1.223 -2.754
H 1.784 2.093 -0.676
P -1.931 -0.262 -0.950
C -1.958 1.346 -0.078
C -3.077 0.117 -2.309
H -3.131 -2.270 -0.198
H -3.938 -0.756 0.335
H -2.461 -1.354 1.184
C -2.967 -1.263 0.210
H -3.006 -0.656 -3.076
H -4.098 0.160 -1.912
H -2.968 1.519 0.331
H -1.681 2.150 -0.770
H -2.801 1.075 -2.761
H -1.235 1.304 0.742
Cl -0.026 -3.133 -0.034
C -0.955 1.377 4.155
C 0.096 1.131 3.098
O -0.004 -0.094 2.357
C -0.049 -1.361 3.023
C 1.277 -1.753 3.626
H -1.950 1.248 3.734
H -0.884 2.402 4.524
H -0.836 0.691 4.994
H 0.037 1.898 2.316
H 1.101 1.217 3.521
H -0.849 -1.392 3.778
H -0.324 -2.088 2.240
H 1.530 -1.102 4.469
H 1.181 -2.764 4.023
H 2.106 -1.737 2.914
```

=====

C12H31CuNO5 | ωB97M-V/def2-TZVPD

Its HOMO-LUMO gap (spin up / spin down) is 8.29 / 6.22 eV. The lowest unoccupied orbital energy (spin up / spin down) comes out at 0.762 / -0.924 eV. Its total charge is 0. The spin multiplicity is 2. Its calculated total energy is -2547.006644 a.u. As for the HOMO energy (spin up / spin down): -7.53 / -7.14 eV. For the energy above the lowest of the compared OMol25 structures with the same formula, charge and spin, the calculation gives 41.3 kcal/mol. Its expectation value of S² is 0.755.

The geometry in XYZ format:
```
50
C12H31CuNO5 (ωB97M-V/def2-TZVPD)
Cu -0.197 -0.245 0.205
C -4.701 0.359 1.134
C -3.445 -0.437 1.093
O -2.440 -0.247 0.151
H -5.496 0.078 1.825
H -5.169 0.325 0.150
H -4.579 1.404 1.418
H -3.760 -1.480 1.114
H -3.022 -0.425 2.097
C 4.326 -0.191 -0.208
C 3.333 -0.098 0.984
O 1.949 0.048 0.630
H 4.453 0.808 -0.625
H 4.043 -0.877 -1.006
H 5.327 -0.458 0.133
H 3.643 0.684 1.677
H 3.543 -0.972 1.601
C -0.233 -1.858 2.945
O -0.301 -1.932 1.493
C 0.318 -3.066 0.946
C 0.137 -3.186 -0.547
N 0.542 -1.917 -1.080
C 0.103 -1.735 -2.418
C 0.213 -0.257 -2.879
O -0.181 0.716 -2.028
C -0.313 1.937 -2.655
H -0.741 -2.666 3.471
H -0.705 -0.988 3.402
H 0.813 -1.774 3.240
H -0.015 -3.942 1.503
H 1.389 -3.187 1.108
H -0.867 -3.589 -0.683
H 0.757 -4.023 -0.868
H 1.543 -1.790 -1.131
H -0.948 -2.021 -2.395
H 0.598 -2.486 -3.034
H -0.453 -0.186 -3.739
H 1.227 -0.034 -3.211
H -0.679 2.019 -3.679
H 0.502 2.658 -2.589
H -1.048 2.583 -2.174
C 0.550 4.284 0.011
C -0.013 3.326 1.180
O -0.544 2.145 0.537
H -0.275 4.717 -0.555
H 1.013 3.577 -0.677
H 1.174 5.090 0.398
H -0.757 3.909 1.722
H 0.755 2.911 1.834
H -1.368 2.487 0.183
```

=====

C12H32AgCuFO4 | ωB97M-V/def2-TZVPD

Its HOMO-LUMO gap is 8.38 eV. The lowest unoccupied orbital energy comes out at -3.063 eV. Its total charge is +1. Its calculated total energy is -2664.433374 a.u. As for the HOMO energy: -11.44 eV.

The geometry in XYZ format:
```
51
C12H32AgCuFO4 (ωB97M-V/def2-TZVPD)
Cu -0.684 -0.074 2.099
Ag -0.295 1.612 -2.794
F -0.907 1.524 -0.744
C -0.305 4.117 1.215
C 0.059 2.930 2.244
C -0.821 2.867 3.467
O 0.016 1.740 1.487
H -1.179 4.712 1.419
H -0.505 3.655 0.235
H 0.594 4.702 1.141
H 1.102 3.084 2.656
H -0.776 3.830 3.983
H -0.504 2.068 4.137
H -1.914 2.663 3.237
H -0.105 1.904 0.518
C -0.061 1.897 -6.452
C -0.037 0.503 -5.932
C 0.829 -0.495 -6.720
O 0.624 0.481 -4.537
H 0.951 2.344 -6.606
H -0.771 2.582 -6.016
H -0.460 1.888 -7.463
H -1.105 0.244 -5.774
H 0.142 -0.890 -7.465
H 1.175 -1.312 -6.056
H 1.710 -0.086 -7.178
H 1.576 0.530 -4.687
C 1.002 -2.367 0.570
C 0.378 -1.673 -0.610
C -0.059 -2.801 -1.576
O -0.785 -0.959 -0.004
H 1.796 -3.049 0.219
H 0.255 -3.025 1.075
H 1.245 -1.649 1.319
H 1.072 -0.982 -1.145
H -0.649 -3.683 -1.172
H 0.813 -3.208 -1.997
H -0.640 -2.399 -2.392
H -0.993 -0.084 -0.434
C 0.234 -0.652 5.175
C 0.130 -1.903 4.312
C -0.337 -3.139 5.116
O -0.973 -1.612 3.316
H 1.047 -0.543 5.858
H -0.660 -0.619 5.854
H 0.273 0.300 4.558
H 1.028 -2.194 3.743
H -0.838 -2.897 6.050
H 0.486 -3.748 5.423
H -1.111 -3.714 4.626
H -1.061 -2.421 2.698
```

=====

C12H32AsNO2P | ωB97M-V/def2-TZVPD

Its HOMO-LUMO gap is 6.28 eV. The lowest unoccupied orbital energy comes out at 3.327 eV. Its total charge is -1. Its calculated total energy is -3258.661812 a.u. As for the HOMO energy: -2.95 eV.

The geometry in XYZ format:
```
49
C12H32AsNO2P (ωB97M-V/def2-TZVPD)
C -3.009 2.178 2.285
C -3.186 1.946 0.787
O -2.850 0.613 0.485
C -2.599 0.383 -0.898
C -1.193 0.753 -1.344
As 0.532 -0.068 -0.535
C 0.239 0.819 1.259
N 2.220 -0.849 0.138
C 1.445 1.621 -1.350
C 2.946 1.621 -1.528
C 3.708 2.012 -0.249
O 3.347 2.496 -2.617
P -0.707 -2.060 0.233
C 0.216 -2.631 1.734
C -0.539 -2.399 3.054
C -0.143 -3.335 -0.986
C -0.720 -3.050 -2.388
H -2.089 2.717 2.506
H -2.957 1.212 2.788
H -3.843 2.745 2.704
H -4.230 2.142 0.493
H -2.559 2.636 0.208
H -2.809 -0.672 -1.070
H -3.337 0.962 -1.482
H -1.076 1.840 -1.260
H -1.112 0.519 -2.414
H 0.871 -0.809 -1.911
H -0.505 0.276 1.842
H 1.168 0.886 1.831
H -0.140 1.828 1.083
H 2.820 -1.156 -0.618
H 2.749 -0.251 0.759
H 0.997 1.720 -2.343
H 1.153 2.508 -0.767
H 3.289 0.644 -1.873
H 4.371 1.216 0.092
H 3.021 2.230 0.571
H 4.313 2.900 -0.441
H 2.973 3.369 -2.413
H 1.198 -2.160 1.764
H 0.399 -3.703 1.600
H -0.283 -1.428 3.485
H -1.620 -2.406 2.898
H -0.282 -3.155 3.801
H -0.528 -4.295 -0.629
H 0.947 -3.433 -1.023
H 0.036 -3.173 -3.165
H -1.096 -2.029 -2.475
H -1.544 -3.729 -2.620
```

=====

C12H32Br6O10 | ωB97M-V/def2-TZVPD

Its HOMO-LUMO gap is 9.41 eV. The lowest unoccupied orbital energy comes out at -0.464 eV. Its total charge is 0. Its calculated total energy is -16672.786277 a.u. As for the HOMO energy: -9.88 eV.

The geometry in XYZ format:
```
60
C12H32Br6O10 (ωB97M-V/def2-TZVPD)
C 15.320 7.979 13.046
C 16.222 7.022 13.812
O 15.491 6.176 14.651
O 14.318 7.216 12.385
H 15.801 8.590 12.293
H 14.933 8.651 13.804
H 16.860 7.667 14.404
H 16.882 6.346 13.170
H 14.587 6.096 14.320
H 13.709 7.815 11.932
C 11.095 7.139 7.791
C 12.045 7.321 6.612
O 13.275 7.800 7.115
O 11.710 6.594 8.985
H 10.206 6.511 7.526
H 10.706 8.118 8.053
H 11.668 8.019 5.843
H 12.217 6.282 6.242
H 13.142 8.714 7.446
H 12.614 6.299 8.903
C 14.648 10.838 8.922
C 13.505 11.304 8.074
O 12.363 10.427 8.067
O 14.266 10.640 10.248
H 15.273 11.720 8.940
H 15.069 9.907 8.511
H 13.837 11.408 7.038
H 13.161 12.292 8.344
H 11.850 10.719 8.875
H 13.523 10.004 10.282
C 7.651 7.987 11.423
C 7.820 7.782 9.973
O 6.904 8.539 9.237
O 8.108 9.321 11.720
H 8.209 7.218 11.999
H 6.581 7.984 11.770
H 7.551 6.776 9.730
H 8.909 7.983 9.701
H 7.237 9.121 8.598
H 7.575 9.847 11.074
C 11.313 10.701 11.804
C 11.509 9.205 12.025
O 12.431 8.665 11.064
O 10.451 11.001 10.675
H 12.212 11.243 11.583
H 10.866 11.055 12.730
H 10.547 8.686 11.923
H 11.914 9.076 12.979
H 12.053 7.991 10.484
H 9.696 10.430 10.778
C 7.659 11.674 13.924
Br 6.106 12.252 12.778
Br 7.013 10.603 15.362
Br 8.899 13.120 14.397
H 8.222 10.944 13.331
C 12.967 10.250 15.766
Br 13.931 11.424 14.588
Br 11.090 10.735 15.730
Br 13.557 10.231 17.600
H 13.094 9.244 15.489
```

=====

C12H32BrN2O4 | ωB97M-V/def2-TZVPD

Its HOMO-LUMO gap is 10.02 eV. The lowest unoccupied orbital energy comes out at -1.712 eV. Its total charge is +1. Its calculated total energy is -3460.586977 a.u. As for the HOMO energy: -11.73 eV. For the energy above the lowest of the compared OMol25 structures with the same formula, charge and spin, the calculation gives 29.0 kcal/mol.

The geometry in XYZ format:
```
51
C12H32BrN2O4 (ωB97M-V/def2-TZVPD)
C 10.083 11.500 6.368
O 11.439 11.434 5.995
C 11.682 11.793 4.630
C 13.135 11.415 4.436
N 13.567 10.379 5.451
H 13.768 10.778 6.363
H 12.816 9.677 5.559
C 14.793 9.615 4.930
C 15.721 9.206 6.104
O 15.784 10.183 7.165
C 16.902 10.404 8.007
H 10.049 10.748 7.125
H 9.449 11.113 5.602
H 9.751 12.464 6.742
H 11.512 12.867 4.398
H 11.193 11.164 3.910
H 13.821 12.295 4.613
H 13.232 11.146 3.415
H 15.274 10.323 4.256
H 14.442 8.758 4.394
H 16.712 9.176 5.721
H 15.502 8.177 6.580
H 16.520 11.141 8.638
H 17.736 10.621 7.406
H 17.093 9.572 8.673
C 6.366 9.416 6.950
O 6.860 8.543 5.947
C 7.611 9.102 4.847
C 7.888 7.918 3.964
N 8.599 6.849 4.776
H 9.567 7.195 4.805
H 8.313 6.928 5.761
C 8.646 5.493 4.248
C 9.487 4.678 5.230
O 8.822 4.397 6.468
C 9.783 4.208 7.498
H 5.659 10.250 6.665
H 7.258 9.842 7.559
H 5.929 8.728 7.674
H 8.562 9.424 5.285
H 7.044 9.937 4.262
H 8.496 8.157 3.140
H 6.905 7.508 3.634
H 9.104 5.538 3.256
H 7.672 5.151 4.090
H 10.500 5.134 5.246
H 9.689 3.643 4.865
H 10.464 3.428 7.148
H 9.166 3.833 8.302
H 10.333 5.103 7.700
Br 11.584 8.172 4.358
```

=====

C12H32CdI2O4 | ωB97M-V/def2-TZVPD

Its HOMO-LUMO gap is 7.66 eV. The lowest unoccupied orbital energy comes out at 0.076 eV. Its total charge is 0. Its calculated total energy is -1540.583467 a.u. As for the HOMO energy: -7.58 eV. For the energy above the lowest of the compared OMol25 structures with the same formula, charge and spin, the calculation gives 12.5 kcal/mol.

The geometry in XYZ format:
```
51
C12H32CdI2O4 (ωB97M-V/def2-TZVPD)
Cd -0.998 -0.257 0.136
I -3.088 1.539 0.241
I -2.053 -2.921 0.080
C -0.314 -0.929 4.641
C -1.232 -1.015 3.417
C -2.633 -0.570 3.764
O -0.707 -0.123 2.378
H -0.462 0.015 5.166
H 0.737 -1.039 4.373
H -0.583 -1.766 5.289
H -1.226 -2.006 2.968
H -3.099 -1.210 4.519
H -3.319 -0.503 2.920
H -2.662 0.437 4.200
H -0.562 0.718 2.831
C 0.113 3.685 -1.193
C 0.908 2.425 -0.952
C 2.396 2.756 -0.739
O 0.384 1.715 0.175
H 0.489 4.318 -1.999
H 0.099 4.357 -0.326
H -0.936 3.448 -1.381
H 0.829 1.777 -1.823
H 3.030 1.900 -0.516
H 2.510 3.502 0.051
H 2.774 3.216 -1.656
H 0.360 2.362 0.892
C 2.198 -3.224 0.338
C 1.828 -1.851 0.857
C 3.011 -0.957 1.147
O 0.975 -1.144 -0.109
H 2.741 -3.118 -0.606
H 1.319 -3.859 0.270
H 2.902 -3.662 1.049
H 1.186 -1.972 1.731
H 3.637 -1.349 1.960
H 2.682 -0.005 1.567
H 3.680 -0.803 0.300
H 1.417 -1.310 -0.953
C -1.507 1.028 -4.237
C -1.841 -0.149 -3.319
C -1.712 -1.519 -3.978
O -0.875 -0.124 -2.200
H -2.394 1.190 -4.858
H -0.622 0.819 -4.836
H -1.421 1.938 -3.645
H -2.825 -0.026 -2.874
H -0.758 -1.664 -4.489
H -2.518 -1.614 -4.712
H -1.835 -2.278 -3.208
H -0.022 -0.177 -2.650
```

=====

C12H32IOP2RuSi | ωB97M-V/def2-TZVPD

Its HOMO-LUMO gap (spin up / spin down) is 4.60 / 3.72 eV. The lowest unoccupied orbital energy (spin up / spin down) comes out at -7.123 / -11.627 eV. Its total charge is +2. The spin multiplicity is 6. Its calculated total energy is -1915.669841 a.u. As for the HOMO energy (spin up / spin down): -11.72 / -15.35 eV. For the energy above the lowest of the compared OMol25 structures with the same formula, charge and spin, the calculation gives 17.1 kcal/mol. Its expectation value of S² is 8.774.

The geometry in XYZ format:
```
50
C12H32IOP2RuSi (ωB97M-V/def2-TZVPD)
C 2.820 -0.134 -1.255
I 3.419 -0.458 0.729
H 1.734 0.164 -1.159
H 3.252 0.799 -1.628
H 2.986 -1.022 -1.881
Ru -1.564 -0.303 1.122
P -0.612 1.688 0.357
C -1.773 2.758 1.276
C 0.981 2.563 0.671
H 0.872 3.623 0.387
H -0.820 3.464 -1.338
H 1.806 2.139 0.084
H -0.167 1.963 -2.073
H -1.493 2.775 2.331
H 1.233 2.511 1.735
C -0.913 2.362 -1.362
H -1.742 3.769 0.862
H -1.925 2.092 -1.703
H -2.778 2.333 1.164
P -0.451 -2.180 0.124
C -1.699 -3.429 0.575
C -0.293 -2.526 -1.690
H 1.972 -2.502 0.399
H 1.123 -4.041 0.226
H 1.044 -3.155 1.792
C 1.062 -3.050 0.700
H 0.514 -1.946 -2.159
H -0.079 -3.598 -1.833
H -1.530 -4.330 -0.022
H -2.689 -3.006 0.369
H -1.241 -2.294 -2.192
H -1.596 -3.654 1.640
C -2.879 -0.262 -0.169
O -3.533 -0.229 -1.142
C -0.846 -1.722 5.066
Si -1.519 -0.596 3.765
C -3.033 -1.465 2.937
C -2.155 1.070 4.344
C 0.027 -0.397 2.593
H -1.374 -1.477 5.993
H 0.228 -1.547 5.188
H -1.019 -2.771 4.805
H -3.786 -1.204 3.691
H -3.428 -1.019 1.983
H -2.928 -2.547 2.797
H -1.325 1.781 4.484
H -2.901 1.496 3.651
H -2.637 0.864 5.311
H 0.758 -1.242 2.684
H 0.574 0.559 2.786
```

=====

C12H32O12S4 | ωB97M-V/def2-TZVPD

Its HOMO-LUMO gap is 10.82 eV. The lowest unoccupied orbital energy comes out at 0.334 eV. Its total charge is 0. Its calculated total energy is -2971.870303 a.u. As for the HOMO energy: -10.48 eV. As for the structure (SMILES): CCOS(C)(=O)=O.CCOS(C)(=O)=O.CCOS(C)(=O)=O.CCOS(C)(=O)=O. For the energy above the lowest of the compared OMol25 structures with the same formula, charge and spin, the calculation gives 82.5 kcal/mol.

The geometry in XYZ format:
```
60
C12H32O12S4 (ωB97M-V/def2-TZVPD)
C -6.079 3.791 23.835
C -7.430 4.538 24.026
O -8.362 3.873 24.970
S -8.472 4.615 26.548
C -9.299 3.358 27.610
O -7.162 4.871 27.076
O -9.394 5.725 26.378
H -5.523 3.643 24.761
H -5.562 4.320 23.035
H -6.134 2.824 23.334
H -7.394 5.559 24.406
H -7.795 4.577 23.000
H -10.140 3.023 27.004
H -9.686 3.781 28.537
H -8.579 2.547 27.717
C -4.950 0.846 25.872
C -4.815 1.411 27.185
O -3.454 1.447 27.600
S -2.605 0.072 27.947
C -1.146 0.747 28.864
O -3.433 -0.773 28.801
O -2.035 -0.467 26.702
H -4.529 -0.158 25.821
H -4.537 1.331 24.987
H -5.925 0.466 25.569
H -5.122 2.437 27.387
H -5.376 0.705 27.797
H -1.422 1.281 29.774
H -0.639 1.457 28.211
H -0.720 -0.246 29.010
C -7.833 -4.468 28.272
C -7.715 -2.981 28.677
O -8.951 -2.377 28.564
S -9.196 -0.725 28.762
C -9.205 -0.760 30.576
O -7.999 0.064 28.374
O -10.581 -0.319 28.486
H -8.688 -4.917 28.776
H -6.897 -5.000 28.444
H -7.932 -4.590 27.193
H -7.417 -2.877 29.720
H -6.993 -2.312 28.209
H -10.180 -1.134 30.888
H -9.126 0.292 30.849
H -8.518 -1.511 30.969
C -10.343 2.672 22.753
C -9.855 1.771 21.558
O -8.601 2.001 20.906
S -8.672 3.371 19.977
C -7.026 3.051 18.981
O -9.733 3.284 18.997
O -8.493 4.567 20.719
H -11.381 2.440 22.990
H -10.204 3.708 22.444
H -9.840 2.478 23.700
H -9.742 0.750 21.921
H -10.622 1.652 20.793
H -6.152 2.998 19.629
H -7.060 3.891 18.287
H -7.198 2.221 18.296
```